Record 1
One molecule with the formula C2H2N2OS2 in a non-equilibrium geometry. Source: OMol25; level of theory: wB97M-V/def2-TZVPD.

HOMO-LUMO gap (spin up / spin down)	7.383 / 7.387	eV
E	-1058.42509	Ha
ΔE to the lowest compared entry with this formula, charge and spin	55.58	kcal/mol
strongest force on any atom	0.078	hartree/bohr

Structure (ORCA input):
```
! wB97M-V def2-TZVPD RIJCOSX def2/J DEFGRID3
* xyz 0 1
C -0.256 -0.961 0.086
C -1.649 -0.693 0.177
N -0.126 1.482 0.164
N 0.615 0.018 0.058
O -2.701 -1.257 0.104
S 2.208 -0.005 0.198
S -1.764 1.126 0.119
H 0.009 -2.036 -0.042
H 0.366 1.908 -0.607
*
```

***

Record 2
C5H39NO15 as an isolated structure in a non-equilibrium geometry. Source: OMol25; level of theory: wB97M-V/def2-TZVPD.

HOMO-LUMO gap	9.487	eV
E	-1397.11151	Ha
ΔE to the lowest compared entry with this formula, charge and spin	168.81	kcal/mol
strongest force on any atom	0.273	hartree/bohr

Structure (ORCA input):
```
! wB97M-V def2-TZVPD RIJCOSX def2/J DEFGRID3
* xyz 0 1
C 2.277 -0.857 1.077
N 1.537 0.231 0.504
C 0.211 -0.722 -3.001
C 0.378 -0.754 -1.438
C 1.390 0.295 -0.955
C 0.732 1.636 -1.250
O 1.160 2.421 -2.068
H 2.416 -0.699 2.143
H 3.203 -0.960 0.500
H 1.843 -1.869 0.960
H 0.669 0.448 0.972
H -0.108 0.276 -3.273
H -0.558 -1.423 -3.241
H 1.145 -0.989 -3.494
H 0.692 -1.732 -1.097
H -0.625 -0.449 -1.135
H 2.354 0.338 -1.463
H -0.278 1.850 -0.877
H -2.694 -1.978 4.612
H -1.446 -1.920 3.660
O -2.267 -1.448 3.925
H -1.936 -4.049 0.626
H -0.895 -3.741 -0.420
O -1.289 -3.374 0.416
H 3.437 3.326 2.710
H 3.856 2.070 2.063
O 3.553 2.389 2.925
H -0.220 2.810 4.587
H 1.093 2.982 3.761
O 0.140 3.090 3.746
H 5.009 0.648 0.518
H 3.690 1.029 -0.120
O 4.503 1.411 0.239
H -3.196 -3.020 -1.260
H -2.265 -2.099 -2.025
O -2.686 -2.962 -2.099
H -1.946 1.697 1.645
H -0.712 2.360 1.495
O -1.111 1.506 1.184
H -2.650 -1.699 2.167
H -2.203 -1.796 0.673
O -2.704 -1.270 1.295
H -0.003 3.892 -2.192
H -0.640 3.911 -3.665
O -0.818 3.889 -2.734
H -2.587 3.150 -2.446
H -2.941 2.385 -1.254
O -3.320 2.599 -2.116
H -4.382 -1.513 -0.451
H -3.489 -1.579 0.811
O -4.006 -2.122 0.191
H 0.029 -4.239 -2.349
H -1.499 -4.379 -2.098
O -0.637 -4.752 -1.889
H -0.153 -3.075 2.299
H 0.369 -1.733 2.813
O 0.073 -2.591 3.111
H 3.244 2.405 -3.280
H 3.913 2.358 -1.932
O 4.089 2.243 -2.865
*
```

***

Record 3
C31H41O3Si as an isolated structure in a non-equilibrium geometry. Source: OMol25; level of theory: wB97M-V/def2-TZVPD.

HOMO-LUMO gap	5.989	eV
E	-1720.74919	Ha
strongest force on any atom	0.118	hartree/bohr

Structure (ORCA input):
```
! wB97M-V def2-TZVPD RIJCOSX def2/J DEFGRID3
* xyz 1 1
C -3.139 0.737 0.681
C -2.417 1.092 1.985
C -2.986 2.364 2.613
Si -0.525 1.118 1.781
C 0.293 2.445 2.870
C 1.397 3.194 2.122
C 0.813 1.930 4.217
C 0.179 -0.572 2.289
C 0.885 -1.289 1.137
C -0.818 -1.506 2.985
O -0.162 1.420 0.172
C -0.531 2.386 -0.727
C -0.390 2.167 -2.046
H -4.199 0.543 0.898
H -3.099 1.564 -0.043
H -2.731 -0.166 0.206
H -2.579 0.266 2.694
H -4.071 2.249 2.750
H -2.550 2.565 3.600
H -2.822 3.241 1.972
H -0.528 3.149 3.067
H 1.781 4.000 2.762
H 2.239 2.532 1.881
H 1.031 3.653 1.197
H 1.042 2.785 4.869
H 0.088 1.299 4.746
H 1.743 1.360 4.094
H 0.944 -0.295 3.031
H 1.349 -2.211 1.520
H 0.180 -1.573 0.346
H 1.683 -0.673 0.706
H -0.290 -2.396 3.359
H -1.305 -1.032 3.847
H -1.600 -1.853 2.294
H -0.900 3.318 -0.269
H -0.786 2.925 -2.812
H 0.107 1.254 -2.381
C -7.800 2.897 -2.811
O -6.847 3.438 -1.873
C -5.560 3.576 -2.289
C -4.671 4.229 -1.406
C -3.354 4.415 -1.766
C -2.856 3.941 -2.994
C -1.391 4.053 -3.231
C -0.930 4.406 -4.614
C 0.458 4.454 -4.861
C 0.953 4.694 -6.135
C 0.072 4.964 -7.189
O 0.673 5.185 -8.416
C 0.185 6.135 -9.325
C 1.042 7.198 -9.628
C 0.588 8.219 -10.461
C -0.682 8.135 -11.046
C -1.484 7.013 -10.815
C -1.049 5.991 -9.961
C -1.306 4.990 -6.968
C -1.787 4.725 -5.683
C -3.733 3.243 -3.845
C -5.077 3.095 -3.528
H -8.736 2.899 -2.250
H -7.884 3.536 -3.702
H -7.533 1.873 -3.107
H -5.050 4.581 -0.448
H -2.678 4.932 -1.087
H -0.963 4.779 -2.522
H 1.155 4.280 -4.040
H 2.022 4.698 -6.332
H 2.036 7.220 -9.180
H 1.237 9.075 -10.656
H -1.037 8.940 -11.695
H -2.458 6.918 -11.301
H -1.652 5.098 -9.787
H -1.996 5.213 -7.777
H -2.862 4.767 -5.522
H -3.368 2.812 -4.778
H -5.758 2.598 -4.223
*
```